(1)
{
  "formula": "C4H13N3O",
  "method": "the ωB97M-V functional and the def2-TZVPD basis",
  "symbols": ["C", "C", "N", "O", "H", "H", "H", "H", "H", "C", "N", "C", "N", "H", "H", "H", "H", "H", "H", "H", "H"],
  "positions_angstrom": [[-1.43820, -1.81520, 1.36350], [-2.88378, -2.03428, 0.96527], [-3.36695, -1.20740, 0.00548], [-3.56269, -2.87607, 1.50684], [-0.89909, -1.26476, 0.59185], [-0.96145, -2.78053, 1.52095], [-1.33974, -1.28598, 2.30937], [-4.29306, -1.39870, -0.31837], [-2.75672, -0.69133, -0.59858], [1.01895, 1.23980, -1.89787], [2.04159, 0.62351, -1.04409], [1.95407, 1.05629, 0.35425], [2.81122, 2.18656, 0.66276], [1.00471, 0.69205, -2.84012], [0.02644, 1.17665, -1.44268], [1.27900, 2.26139, -2.16558], [1.90235, -0.37736, -1.09919], [2.29202, 0.22864, 0.97784], [0.92633, 1.29731, 0.63693], [3.75575, 1.98485, 0.37789], [2.48923, 2.98455, 0.13356]],
  "mulliken_charge": [-0.608, 0.537, -0.367, -0.598, 0.097, 0.281, 0.240, 0.227, 0.191, -0.797, -0.432, -0.465, -0.570, 0.335, 0.230, 0.277, 0.255, 0.362, 0.307, 0.280, 0.219],
  "total_energy_ev": -10876.7633,
  "relative_energy_kcal_mol": 21.1,
  "total_charge": 0,
  "molar_mass_g_mol": 119.168,
  "e_homo_ev": -9.33,
  "smiles": "CC(N)=O.CNCN"
}

=====

(2)
{
  "formula": "F2H4NPSi",
  "method": "the ωB97M-V functional and the def2-TZVPD basis",
  "symbols": ["N", "F", "F", "Si", "P", "H", "H", "H", "H"],
  "positions_angstrom": [[-0.52967, 0.48836, 0.76231], [-2.81457, -0.09313, -1.22050], [-0.69832, -0.75841, -1.99345], [1.22962, 0.34135, 0.39480], [-1.65438, -1.01217, -0.66642], [-0.76196, -0.00347, 1.63416], [1.47788, -1.12089, 0.48278], [2.06537, 0.99602, 1.39701], [1.68603, 1.16234, -0.79070]],
  "mulliken_charge": [-0.641, -0.185, -0.250, 0.441, 0.685, 0.278, -0.100, -0.138, -0.090],
  "total_energy_ev": -24156.2975,
  "relative_energy_kcal_mol": 33.0,
  "total_charge": 0,
  "molar_mass_g_mol": 115.095,
  "e_homo_ev": -9.50
}

=====

(3)
{
  "formula": "C26H25EuI2N5O2",
  "method": "the ωB97M-V functional and the def2-TZVPD basis",
  "symbols": ["Eu", "C", "C", "C", "C", "C", "H", "H", "H", "H", "H", "I", "C", "C", "C", "I", "C", "C", "C", "C", "N", "C", "C", "O", "H", "H", "H", "H", "C", "C", "O", "N", "C", "C", "C", "C", "C", "C", "N", "H", "H", "H", "H", "H", "H", "H", "H", "H", "H", "C", "C", "N", "C", "C", "N", "H", "H", "H", "H", "H", "H"],
  "positions_angstrom": [[0.03380, 0.63365, 0.66202], [-0.43048, 1.78425, 2.98373], [-1.14690, 2.58336, 2.07787], [-0.21456, 3.26692, 1.26770], [1.08147, 2.89437, 1.67304], [0.95106, 1.97260, 2.73096], [-0.86816, 1.15659, 3.74568], [-2.22073, 2.64534, 2.00190], [-0.46000, 3.96539, 0.48300], [2.01007, 3.26206, 1.26336], [1.77334, 1.56948, 3.30506], [-4.88747, -1.51774, 0.42539], [-4.02482, -0.18535, -0.91123], [-4.75089, 0.18946, -2.07369], [-4.24562, 1.07724, -2.97789], [-5.38023, 1.58980, -4.64881], [-2.95354, 1.63811, -2.75877], [-2.33993, 2.59517, -3.60333], [-1.10557, 3.09288, -3.30749], [-0.45516, 2.62648, -2.14883], [-0.98642, 1.73655, -1.34265], [-2.23463, 1.24467, -1.61644], [-2.77368, 0.32481, -0.64933], [-2.05801, 0.04876, 0.41501], [-5.73249, -0.23926, -2.22633], [-2.87010, 2.93246, -4.48466], [-0.62862, 3.83307, -3.93341], [0.52468, 3.00703, -1.88050], [1.72072, -2.81625, -1.92807], [0.62981, -2.35828, -1.00720], [0.33170, -1.15828, -0.92761], [-0.00034, -3.27956, -0.27666], [-1.07579, -2.94076, 0.64891], [-0.56291, -2.68242, 2.04333], [-0.81973, -3.59568, 3.05412], [-0.31123, -3.37535, 4.32300], [0.45145, -2.24356, 4.54214], [0.64704, -1.37028, 3.48713], [0.15070, -1.56155, 2.25897], [1.58957, -2.32857, -2.89213], [1.74430, -3.89524, -2.06519], [2.67349, -2.48992, -1.50679], [0.28646, -4.23964, -0.36990], [-1.78211, -3.76821, 0.66195], [-1.59568, -2.06097, 0.27544], [-1.41607, -4.47241, 2.84049], [-0.50524, -4.07875, 5.12185], [0.88028, -2.02340, 5.50927], [1.21976, -0.46554, 3.63674], [2.54730, 0.89907, -2.60213], [3.15213, 0.69130, -1.25879], [2.50496, 0.54995, -0.11807], [3.47253, 0.35792, 0.85235], [4.70552, 0.39062, 0.28996], [4.48424, 0.58635, -1.05221], [1.51031, 0.57197, -2.58034], [3.07451, 0.31664, -3.35864], [2.58436, 1.94702, -2.90347], [3.21886, 0.22007, 1.89004], [5.69213, 0.28721, 0.70501], [5.19056, 0.65839, -1.76489]],
  "mulliken_spin": [6.058, -0.010, -0.008, -0.006, -0.019, 0.002, 0.001, 0.001, 0.000, 0.001, 0.001, 0.000, 0.000, -0.001, 0.001, 0.000, 0.000, 0.001, -0.001, 0.001, -0.013, 0.009, -0.009, -0.014, 0.000, 0.000, 0.000, 0.000, 0.000, 0.003, -0.004, 0.000, 0.004, 0.000, 0.000, 0.000, -0.001, 0.001, 0.004, 0.000, 0.000, 0.000, 0.000, 0.000, -0.003, 0.000, 0.000, 0.000, -0.001, 0.000, 0.000, -0.002, 0.001, 0.000, 0.000, 0.000, 0.000, 0.000, 0.000, 0.000, 0.000],
  "total_energy_ev": -74442.6314,
  "relative_energy_kcal_mol": 0.0,
  "total_charge": 1,
  "multiplicity": 7,
  "molar_mass_g_mol": 845.291,
  "e_homo_ev": [-9.87, -9.89]
}

=====

(4)
{
  "formula": "H4N2O2S",
  "method": "the ωB97M-V functional and the def2-TZVPD basis",
  "symbols": ["N", "N", "O", "O", "S", "H", "H", "H", "H"],
  "positions_angstrom": [[-0.98817, -0.65151, -1.53506], [0.38461, -0.46429, 1.45921], [1.93232, 0.73532, -0.26755], [0.12345, 1.99471, 0.96505], [0.63745, 0.82442, 0.25521], [-0.68281, -0.21257, -2.36276], [-1.86081, -0.31866, -1.11151], [0.99686, -1.17543, 1.21616], [-0.54290, -0.73199, 1.38125]],
  "mulliken_charge": [-0.500, -0.494, -0.450, -0.472, 0.841, 0.236, 0.265, 0.292, 0.281],
  "total_energy_ev": -17971.3999,
  "relative_energy_kcal_mol": 86.4,
  "total_charge": 0,
  "molar_mass_g_mol": 96.111,
  "e_homo_ev": [-9.74, -11.24]
}

=====

(5)
{
  "formula": "C4H7N3",
  "method": "the ωB97M-V functional and the def2-TZVPD basis",
  "symbols": ["H", "N", "C", "C", "N", "N", "C", "C", "H", "H", "H", "H", "H", "H"],
  "positions_angstrom": [[2.84338, -1.53474, 0.33774], [1.84199, -1.37872, 0.46254], [1.52667, -0.19991, 0.11173], [2.49280, 0.74744, -0.45744], [3.21423, 1.44941, -1.02869], [0.23257, 0.30325, 0.07710], [-0.90175, -0.49624, -0.35117], [-2.16807, 0.34517, -0.25111], [0.03489, 0.99497, 0.78363], [-0.71937, -0.75794, -1.39999], [-1.00224, -1.42469, 0.21877], [-2.06582, 1.27198, -0.82304], [-2.38171, 0.62167, 0.78889], [-3.02738, -0.20146, -0.65180]],
  "mulliken_charge": [0.262, -0.609, 0.414, 0.197, -0.385, -0.246, -0.216, -1.230, 0.248, 0.254, 0.278, 0.337, 0.334, 0.361],
  "total_energy_ev": -8730.7593,
  "relative_energy_kcal_mol": 21.2,
  "total_charge": 0,
  "molar_mass_g_mol": 97.121,
  "e_homo_ev": -9.78,
  "smiles": "[H]/N=C(\\C#N)NCC"
}

=====

(6)
{
  "formula": "CH4BrOP",
  "method": "the ωB97M-V functional and the def2-TZVPD basis",
  "symbols": ["C", "O", "P", "Br", "H", "H", "H", "H"],
  "positions_angstrom": [[0.33832, -0.39244, 0.22446], [0.23990, -1.70444, 0.16467], [-1.29794, 0.61873, 0.41683], [2.03812, 0.33481, 0.08543], [-0.21388, 0.05467, -1.76571], [0.86552, -2.01374, -0.52893], [-1.00853, 1.42914, 1.68160], [-0.96151, 1.67327, -0.27835]],
  "mulliken_spin": [0.859, 0.090, -0.031, 0.084, 0.915, 0.019, 0.056, 0.009],
  "total_energy_ev": -82474.5966,
  "relative_energy_kcal_mol": 66.2,
  "total_charge": 0,
  "multiplicity": 3,
  "molar_mass_g_mol": 142.920,
  "e_homo_ev": [-7.29, -9.90]
}

=====

(7)
{
  "formula": "C6H15NO",
  "method": "the ωB97M-V functional and the def2-TZVPD basis",
  "symbols": ["C", "C", "N", "C", "C", "C", "C", "O", "H", "H", "H", "H", "H", "H", "H", "H", "H", "H", "H", "H", "H", "H", "H"],
  "positions_angstrom": [[-0.31040, 3.27075, 0.58072], [0.72594, 2.17140, 0.22270], [0.28902, 0.91224, 0.83594], [-0.44161, -0.14377, 0.11174], [-1.19287, 0.50040, -1.02945], [0.64725, -1.12688, -0.51785], [0.24711, -2.55501, -0.68467], [0.10277, -3.25616, 0.59749], [-0.08498, 4.04604, 1.33475], [-1.15356, 2.75068, 1.14522], [-0.58080, 4.01977, -0.16966], [1.77182, 2.40537, 0.45372], [0.90438, 2.15262, -0.85227], [1.10236, 0.47412, 1.37157], [-0.99750, -0.60054, 0.93104], [-1.83956, 1.25753, -0.61152], [-0.65325, 0.82037, -1.90578], [-1.89244, -0.09510, -1.71984], [0.93097, -0.67545, -1.49699], [1.60168, -1.22354, -0.01264], [1.05633, -3.20901, -1.10631], [-0.64121, -2.68402, -1.27416], [-0.35021, -2.59537, 1.12874]],
  "mulliken_charge": [-1.177, -0.290, -0.415, 0.335, -1.514, -0.792, -0.584, -0.492, 0.312, 0.316, 0.313, 0.470, 0.212, 0.247, 0.409, 0.358, 0.397, 0.351, 0.266, 0.368, 0.320, 0.281, 0.309],
  "total_energy_ev": -10000.7196,
  "relative_energy_kcal_mol": 70.0,
  "total_charge": 0,
  "molar_mass_g_mol": 117.192,
  "e_homo_ev": -8.60,
  "smiles": "CCN[C@@H](C)CCO"
}

=====

(8)
{
  "formula": "C8H15AgCl6NiO4",
  "method": "the ωB97M-V functional and the def2-TZVPD basis",
  "symbols": ["Ag", "Ni", "C", "O", "H", "H", "H", "C", "O", "O", "O", "Cl", "C", "C", "Cl", "H", "H", "H", "H", "Cl", "C", "C", "Cl", "H", "H", "H", "H", "Cl", "C", "C", "Cl", "H", "H", "H", "H"],
  "positions_angstrom": [[-1.60916, 1.75507, 1.97414], [1.61044, 2.88126, 2.15214], [0.71793, -0.03862, 0.63240], [0.57814, 1.20633, 1.29083], [1.69586, -0.48438, 0.81425], [-0.01520, -0.79473, 0.91339], [0.60021, 0.10139, -0.44214], [-0.45733, 4.29600, 2.28019], [-1.36295, 3.90388, 1.53050], [0.62643, 4.57158, 1.86355], [-0.28432, 3.33001, 3.02005], [-2.83790, -0.76029, 2.26782], [-2.90631, -2.53629, 2.16572], [-2.91085, -2.97417, 0.68860], [-4.15509, -2.34538, -0.39763], [-3.74510, -2.77262, 2.82045], [-2.10504, -2.89759, 2.81035], [-3.06736, -4.04699, 0.80119], [-1.93511, -2.79853, 0.23562], [-2.67259, 1.18507, -0.56315], [-2.18721, 1.11981, -2.28595], [-0.90708, 2.01680, -2.54254], [-1.25258, 3.73137, -2.17698], [-2.98086, 1.49123, -2.93423], [-1.98456, 0.07535, -2.52288], [-0.59316, 1.77182, -3.55720], [-0.12592, 1.64826, -1.87767], [3.89011, -3.48506, -2.04747], [3.72160, -1.79629, -1.65657], [4.62479, -1.27343, -0.48926], [6.36178, -1.34997, -1.01638], [2.67943, -1.60903, -1.39790], [3.94802, -1.18001, -2.52666], [4.63140, -1.72494, 0.50282], [4.40954, -0.21692, -0.32940]],
  "mulliken_spin": [0.095, 1.700, 0.001, 0.109, -0.001, 0.008, 0.001, -0.063, 0.560, 0.114, 0.473, 0.001, 0.000, 0.000, 0.000, 0.000, 0.000, 0.000, 0.000, 0.003, 0.001, 0.000, 0.000, 0.000, 0.000, 0.000, -0.001, 0.000, 0.000, 0.000, 0.000, 0.000, 0.000, 0.000, 0.000],
  "total_energy_ev": -136892.5639,
  "relative_energy_kcal_mol": 50.5,
  "total_charge": 1,
  "multiplicity": 4,
  "molar_mass_g_mol": 554.483,
  "e_homo_ev": [-12.81, -12.81]
}

=====

(9)
{
  "formula": "C4H8N2",
  "method": "the ωB97M-V functional and the def2-TZVPD basis",
  "symbols": ["C", "N", "C", "C", "C", "N", "H", "H", "H", "H", "H", "H", "H", "H"],
  "positions_angstrom": [[2.29727, 0.42457, -0.38142], [1.32614, -0.48775, 0.20461], [0.12201, -0.63906, -0.50712], [-1.04971, -0.30833, 0.01049], [-2.48865, -0.28334, 0.12998], [-1.58607, 0.16879, 1.23012], [2.81133, -0.05033, -1.22404], [3.04995, 0.66373, 0.37220], [1.85586, 1.36761, -0.73868], [1.12213, -0.23970, 1.16582], [0.20046, -1.08616, -1.49532], [-3.03944, -1.19356, 0.35569], [-3.05971, 0.47700, -0.40056], [-1.56157, 1.18652, 1.27822]],
  "mulliken_charge": [-0.840, -0.339, -0.522, 0.253, -0.186, -0.531, 0.264, 0.333, 0.286, 0.306, 0.320, 0.207, 0.219, 0.229],
  "total_energy_ev": -7255.5017,
  "relative_energy_kcal_mol": 54.7,
  "total_charge": 0,
  "molar_mass_g_mol": 84.122,
  "e_homo_ev": -8.01,
  "smiles": "CN/C=C1/CN1"
}